DFT (wB97M-V/def2-TZVPD) results for a molecular structure, C38H69CrN7O18.

Summary:
HOMO (alpha / beta) ... -0.29573 / -0.29573 Ha
2S+1 ... 5
Net charge ... 0
Expectation value of S² ... 6.01

Geometry as XYZ:
```
133
C38H69CrN7O18 | OMol25 | wB97M-V/def2-TZVPD
Cr -2.06246 -1.07549 -2.09836
N 0.00962 -0.83354 -0.24445
O 0.95621 -0.41071 0.38865
O -1.05107 -1.07100 0.30335
O 0.10406 -0.98253 -1.49726
N -4.64574 -0.15083 -2.89435
O -4.11440 0.56336 -3.69779
O -4.01110 -1.20746 -2.49366
O -5.77839 0.07437 -2.48332
C 2.32373 0.06812 5.09155
N 2.00149 -1.31739 5.52017
O 0.89420 -1.64860 5.84893
O 2.95219 -2.06282 5.38840
H 1.38024 0.53996 4.76901
H 2.98783 -0.07683 4.25921
H 2.76037 0.66839 5.86901
C 2.35031 0.29159 -3.82958
N 3.73987 0.66061 -3.44398
O 4.47589 -0.21643 -3.11662
O 4.05181 1.82824 -3.60515
H 1.80485 0.01154 -2.93299
H 2.42697 -0.56198 -4.54372
H 1.87839 1.09032 -4.35170
N 4.91541 -0.67596 3.08422
C 4.11731 -1.24639 2.17873
C 3.68580 -0.22851 1.28970
C 4.16202 0.96671 1.84323
C 4.95295 0.73052 2.93556
H 5.24746 -1.17937 3.88969
H 3.85884 -2.28746 2.19099
H 3.01093 -0.41172 0.50978
H 4.00010 1.95952 1.40013
H 5.69177 1.31522 3.47280
N -1.01720 0.81371 2.80768
C -2.17768 1.05396 3.49892
C -2.27080 2.39256 3.70995
C -1.12706 2.94226 3.11642
C -0.30416 1.95917 2.68295
H -0.63567 -0.12224 2.59515
H -2.91255 0.33713 3.72630
H -3.11605 2.93239 4.05645
H -0.96357 3.99141 3.10281
H 0.64572 2.04660 2.26872
N 1.72491 2.40456 -0.18355
C 2.86847 2.95997 -0.71288
C 2.54812 4.24837 -1.04956
C 1.27755 4.52731 -0.61112
C 0.73175 3.39053 -0.10244
H 1.62107 1.47216 0.20087
H 3.78302 2.45045 -0.80047
H 3.23302 4.93533 -1.52699
H 0.67783 5.42488 -0.63458
H -0.21993 3.22407 0.32262
C -2.99755 3.06791 -1.00894
C -3.03768 1.60429 -0.97679
O -2.18213 1.01332 -1.59858
C -3.91445 0.81896 -0.04441
H -2.37711 3.40604 -0.17192
H -4.02276 3.40720 -0.94196
H -2.47587 3.26078 -1.89973
H -3.64930 -0.25472 -0.12764
H -4.97037 0.87265 -0.34831
H -3.83191 1.31244 0.95247
C -5.73111 -1.65614 2.13245
C -5.19149 -2.62623 1.10067
O -4.04290 -2.93668 1.13985
C -6.14472 -3.03667 0.01190
H -6.80871 -1.77186 2.29948
H -5.65350 -0.60669 1.76019
H -5.21321 -1.60647 3.10825
H -6.86189 -3.83892 0.38622
H -5.43156 -3.49086 -0.69093
H -6.73559 -2.24621 -0.43568
C -0.15041 3.62329 -4.48813
C 0.95794 3.25650 -5.40312
O 1.03617 2.15650 -5.89834
C 2.09819 4.24845 -5.53631
H 0.29315 3.68431 -3.53545
H -0.91031 2.85608 -4.47304
H -0.52625 4.59984 -4.78806
H 1.87519 5.23065 -5.02760
H 2.13955 4.36619 -6.65273
H 2.98324 3.82950 -5.09880
C 3.76406 4.86413 3.35935
C 4.31698 4.36516 4.66361
O 3.95601 3.25077 5.00780
C 5.42648 5.21006 5.29202
H 3.69767 5.98532 3.27569
H 2.79625 4.36054 3.26959
H 4.41893 4.58818 2.54120
H 5.23619 6.27080 5.13573
H 6.33531 4.97479 4.75693
H 5.62056 4.86534 6.34079
C -1.72703 -5.44237 -2.21107
C -1.56409 -4.07045 -1.62804
O -1.74783 -3.06190 -2.32472
C -1.16877 -4.01640 -0.18233
H -2.52774 -6.03182 -1.79512
H -0.79026 -5.97181 -1.97339
H -1.92580 -5.38245 -3.26898
H -1.06301 -4.94479 0.40444
H -2.03298 -3.50940 0.29393
H -0.21426 -3.40005 -0.09754
C -1.09264 -0.27248 -6.48740
C -0.83566 -1.03157 -5.19684
O -0.70069 -0.57922 -4.08421
C -0.78356 -2.57903 -5.37705
H -1.60917 -0.86117 -7.19725
H -0.18973 0.02108 -6.92690
H -1.72052 0.61055 -6.14561
H -0.24947 -3.09049 -4.55305
H -0.36138 -2.99656 -6.27891
H -1.78873 -2.86421 -5.34441
C 2.73128 -3.90569 -1.23756
C 1.93982 -3.99045 -2.51120
O 0.78511 -4.24664 -2.52171
C 2.71910 -3.67664 -3.80798
H 2.97119 -2.86123 -1.01607
H 3.67060 -4.47724 -1.24889
H 2.13826 -4.25684 -0.42526
H 2.62839 -2.59056 -3.86773
H 2.32035 -4.13359 -4.68661
H 3.81835 -3.85799 -3.67428
C -2.84881 -2.08825 6.14270
C -3.53375 -3.08828 5.26073
O -4.70393 -3.25394 5.34688
C -2.67811 -3.93801 4.32346
H -2.68410 -1.20092 5.52388
H -1.82924 -2.42867 6.46437
H -3.39853 -1.86715 7.05055
H -2.39488 -4.82375 4.93566
H -1.83018 -3.40849 3.99683
H -3.26293 -4.21773 3.47148
```